No. 1
The following is a DFT calculation (the ωB97M-V functional and the def2-TZVPD basis) of 2 unconnected molecules or ions with the total composition C19H35N2O6S2 in a non-equilibrium geometry.

CARTESIAN COORDINATES (ANGSTROEM)
C  1.9263  -1.0678  4.6416
C  1.8313  0.3157  3.9765
C  2.4448  0.4359  2.5646
C  3.7612  -0.3277  2.3641
S  3.8399  -1.5205  0.9886
C  2.2018  -2.0013  0.4189
C  1.2824  -2.5444  1.5044
C  0.0516  -3.1919  0.8349
C  -1.2518  -2.6411  1.4170
C  -1.4600  -1.1740  1.0134
C  -2.5942  -0.9761  0.0262
O  -3.0264  0.4012  0.0232
C  -2.1425  1.2448  -0.5968
C  -1.3897  2.2187  0.2638
O  -1.9847  1.2125  -1.7996
C  4.5904  -0.5322  -0.3521
C  3.5911  0.5051  -0.9014
S  4.3998  1.9921  -1.5326
C  3.8150  3.2511  -0.4831
N  2.9011  4.0739  -0.7513
N  2.8079  4.9200  0.3420
C  3.6713  4.5353  1.1770
O  4.3683  3.4556  0.7327
H  0.9933  -1.3702  5.0965
H  2.6345  -1.0036  5.4648
H  2.3173  -1.8417  3.9936
H  0.7752  0.5447  3.8575
H  2.2132  1.0942  4.6234
H  2.6661  1.4892  2.4186
H  1.6796  0.1951  1.8335
H  4.1017  -0.8591  3.2429
H  4.5432  0.3893  2.1369
H  2.3655  -2.7987  -0.3012
H  1.6773  -1.2121  -0.1131
H  1.7792  -3.2394  2.1758
H  0.9053  -1.7401  2.1237
H  0.0625  -2.9284  -0.2230
H  0.0852  -4.2712  0.9176
H  -2.0484  -3.2715  1.0388
H  -1.2135  -2.7042  2.4997
H  -1.7493  -0.6127  1.8985
H  -0.5499  -0.7060  0.6369
H  -3.4693  -1.5384  0.3190
H  -2.3131  -1.2429  -0.9914
H  -2.0507  2.7786  0.9166
H  -0.6278  1.7211  0.8537
H  -0.9024  2.9336  -0.3871
H  5.4313  -0.0493  0.1310
H  4.9376  -1.2188  -1.1140
H  3.0818  0.0506  -1.7436
H  2.8311  0.7102  -0.1560
H  3.9210  4.9458  2.1318
C  -4.0086  1.5459  -3.8970
O  -5.3151  1.4755  -4.4774
C  -5.6456  0.2687  -4.9281
O  -4.9562  -0.7172  -4.8799
O  -6.8727  0.3382  -5.4409
C  -7.3617  -0.8965  -5.9674
H  -3.8618  2.5709  -3.5687
H  -3.9340  0.8849  -3.0426
H  -3.2489  1.2964  -4.6354
H  -7.4194  -1.6519  -5.1859
H  -6.7294  -1.2443  -6.7820
H  -8.3593  -0.6990  -6.3483

The max |F| comes out at 0.0325 Eh/bohr. Its net charge is +1. The calculation puts the HOMO energy at -12.000 eV.


No. 2
The following is a DFT calculation (the ωB97M-V functional and the def2-TZVPD basis) of a molecular structure, C19H35N6O4P2RuTe in a non-equilibrium geometry.

CARTESIAN COORDINATES (ANGSTROEM)
Ru  -0.5003  -0.3096  -0.4113
N  3.8731  0.1536  0.1120
C  2.6455  -0.3534  0.3961
N  1.7126  0.1092  -0.3855
C  2.3540  0.9952  -1.2485
C  1.8329  1.7733  -2.2797
C  2.7177  2.5676  -2.9789
C  4.0876  2.5954  -2.6685
C  4.6150  1.8291  -1.6491
C  3.7169  1.0300  -0.9479
H  4.7258  -0.0682  0.5929
H  2.4865  -1.0579  1.1971
H  0.7749  1.7452  -2.4996
H  2.3498  3.1882  -3.7854
H  4.7454  3.2346  -3.2425
H  5.6702  1.8526  -1.4110
C  -0.4869  4.8869  -2.1360
C  -1.8542  4.3695  -1.7454
O  -1.8970  4.0885  -0.3386
P  -1.8902  2.5503  0.1268
O  -0.6932  1.8740  -0.5244
Te  -1.9218  2.5025  2.4892
O  -3.1966  1.9386  -0.5495
C  -4.4880  2.4655  -0.2278
C  -5.4914  1.8089  -1.1476
H  -0.4714  5.1322  -3.2002
H  0.2722  4.1313  -1.9357
H  -0.2433  5.7853  -1.5687
H  -2.1207  3.4864  -2.3310
H  -2.6203  5.1236  -1.9385
H  -4.4921  3.5513  -0.3576
H  -4.7109  2.2418  0.8181
H  -5.2624  2.0311  -2.1903
H  -6.4938  2.1783  -0.9251
H  -5.4753  0.7280  -1.0127
O  -2.2035  -0.5924  -0.5534
C  -2.5875  -4.3093  -0.2358
C  -1.1992  -4.3094  -0.8787
P  -0.2144  -2.8515  -0.3933
C  0.1992  -3.2139  1.3682
C  0.9941  -4.4750  1.6974
C  1.3982  -3.1307  -1.2654
C  1.8267  -4.5618  -1.5994
H  -3.1662  -5.1666  -0.5813
H  -3.1356  -3.4019  -0.4899
H  -2.5260  -4.3708  0.8514
H  -1.3037  -4.2931  -1.9665
H  -0.6513  -5.2179  -0.6255
H  -0.7519  -3.2271  1.9078
H  0.7282  -2.3385  1.7409
H  0.5157  -5.3839  1.3291
H  1.0946  -4.5802  2.7794
H  2.0019  -4.4328  1.2829
H  2.1722  -2.6361  -0.6781
H  1.3250  -2.5669  -2.1981
H  1.8810  -5.2030  -0.7218
H  2.8140  -4.5575  -2.0651
H  1.1406  -5.0274  -2.3075
N  0.6248  0.9252  6.0163
C  0.5102  0.9330  4.6519
N  1.2216  1.8920  4.0019
N  -0.2551  0.0405  4.0927
C  -0.3753  0.0686  2.7717
N  -0.3247  -0.1739  1.6445
H  1.5564  1.0925  6.3649
H  0.1961  0.1118  6.4325
H  1.2893  2.7706  4.4946
H  0.9343  2.0287  3.0365

The value obtained for the energy above the lowest of the compared OMol25 structures with the same formula, charge and spin is 2.104 eV. The max |F| comes out at 0.0371 Eh/bohr. Its spin multiplicity is 2. The calculation puts the HOMO energy (alpha / beta) at -6.321 / -6.309 eV.


No. 3
The following is a DFT calculation (the ωB97M-V functional and the def2-TZVPD basis) of 2 unconnected molecules or ions with the total composition C19H35O8P2 in a non-equilibrium geometry.

CARTESIAN COORDINATES (ANGSTROEM)
C  -2.6430  0.6595  0.7374
C  -2.0467  0.6805  -0.2997
C  -1.3286  0.5754  -1.5738
C  -0.8746  1.9815  -2.0534
C  0.6162  2.3431  -2.1201
C  1.3002  2.9598  -0.8783
C  2.8205  2.6692  -0.8971
C  0.7006  2.6137  0.4824
C  1.2667  3.5626  1.5545
C  1.4459  2.9685  2.9377
C  0.8575  1.8805  3.4729
C  1.6351  0.9983  4.4198
C  -0.5790  1.5155  3.2340
O  -2.3838  0.2213  -2.5314
C  -2.5148  -1.1189  -2.6951
O  -3.4715  -1.6000  -3.2114
C  -1.2650  -1.8284  -2.1594
C  -1.7325  -2.9404  -1.1622
C  -1.7617  -2.6554  0.3541
C  -3.0583  -3.1244  1.0367
O  -3.8885  -2.0513  1.4672
P  -0.4581  -2.6762  -3.6428
O  0.6546  -3.6219  -2.8450
O  -1.6111  -3.7088  -4.1233
C  -0.3925  -0.6359  -1.7393
P  0.9454  -0.8749  -0.4850
O  1.1746  -2.5146  -0.3484
O  2.3087  -0.4522  -1.3084
H  -3.3086  0.7004  1.5662
H  -1.2577  2.0642  -3.0691
H  -1.4219  2.7209  -1.4731
H  1.1818  1.4929  -2.5034
H  0.6833  3.0934  -2.9086
H  1.2142  4.0440  -0.9908
H  3.1098  2.3296  -1.8913
H  3.4114  3.5363  -0.6214
H  3.0346  1.8321  -0.2294
H  0.9049  1.5784  0.7662
H  -0.3802  2.7448  0.4860
H  2.2396  3.9592  1.2710
H  0.5953  4.4283  1.6131
H  2.1275  3.5187  3.5843
H  2.6174  1.4369  4.5921
H  1.1561  0.9509  5.4032
H  1.7128  -0.0086  4.0100
H  -1.2156  2.0652  3.9267
H  -0.7639  0.4438  3.3199
H  -0.8810  1.8224  2.2353
H  -1.1555  -3.8480  -1.3323
H  -2.7501  -3.1893  -1.4654
H  -1.5450  -1.6242  0.6177
H  -0.9702  -3.2561  0.8045
H  -3.6048  -3.8165  0.3931
H  -2.7926  -3.6913  1.9299
H  -4.6466  -2.0022  0.8774
H  1.0056  -4.2484  -3.4948
H  -1.6871  -4.4749  -3.5336
H  0.1582  -0.4086  -2.6700
H  1.6859  -2.8813  -1.0882
H  2.1873  -0.5044  -2.2693
O  3.3243  -1.6665  1.8348
H  3.6260  -0.7477  1.6718
H  4.0674  -2.3006  1.8312
H  2.6214  -1.9203  1.1835

The max |F| comes out at 0.0328 Eh/bohr. Its net charge is +1. The calculation puts the HOMO energy at -10.537 eV.


Copy entry 2 word for word.
The following is a DFT calculation (the ωB97M-V functional and the def2-TZVPD basis) of a molecular structure, C19H35N6O4P2RuTe in a non-equilibrium geometry.

CARTESIAN COORDINATES (ANGSTROEM)
Ru  -0.5003  -0.3096  -0.4113
N  3.8731  0.1536  0.1120
C  2.6455  -0.3534  0.3961
N  1.7126  0.1092  -0.3855
C  2.3540  0.9952  -1.2485
C  1.8329  1.7733  -2.2797
C  2.7177  2.5676  -2.9789
C  4.0876  2.5954  -2.6685
C  4.6150  1.8291  -1.6491
C  3.7169  1.0300  -0.9479
H  4.7258  -0.0682  0.5929
H  2.4865  -1.0579  1.1971
H  0.7749  1.7452  -2.4996
H  2.3498  3.1882  -3.7854
H  4.7454  3.2346  -3.2425
H  5.6702  1.8526  -1.4110
C  -0.4869  4.8869  -2.1360
C  -1.8542  4.3695  -1.7454
O  -1.8970  4.0885  -0.3386
P  -1.8902  2.5503  0.1268
O  -0.6932  1.8740  -0.5244
Te  -1.9218  2.5025  2.4892
O  -3.1966  1.9386  -0.5495
C  -4.4880  2.4655  -0.2278
C  -5.4914  1.8089  -1.1476
H  -0.4714  5.1322  -3.2002
H  0.2722  4.1313  -1.9357
H  -0.2433  5.7853  -1.5687
H  -2.1207  3.4864  -2.3310
H  -2.6203  5.1236  -1.9385
H  -4.4921  3.5513  -0.3576
H  -4.7109  2.2418  0.8181
H  -5.2624  2.0311  -2.1903
H  -6.4938  2.1783  -0.9251
H  -5.4753  0.7280  -1.0127
O  -2.2035  -0.5924  -0.5534
C  -2.5875  -4.3093  -0.2358
C  -1.1992  -4.3094  -0.8787
P  -0.2144  -2.8515  -0.3933
C  0.1992  -3.2139  1.3682
C  0.9941  -4.4750  1.6974
C  1.3982  -3.1307  -1.2654
C  1.8267  -4.5618  -1.5994
H  -3.1662  -5.1666  -0.5813
H  -3.1356  -3.4019  -0.4899
H  -2.5260  -4.3708  0.8514
H  -1.3037  -4.2931  -1.9665
H  -0.6513  -5.2179  -0.6255
H  -0.7519  -3.2271  1.9078
H  0.7282  -2.3385  1.7409
H  0.5157  -5.3839  1.3291
H  1.0946  -4.5802  2.7794
H  2.0019  -4.4328  1.2829
H  2.1722  -2.6361  -0.6781
H  1.3250  -2.5669  -2.1981
H  1.8810  -5.2030  -0.7218
H  2.8140  -4.5575  -2.0651
H  1.1406  -5.0274  -2.3075
N  0.6248  0.9252  6.0163
C  0.5102  0.9330  4.6519
N  1.2216  1.8920  4.0019
N  -0.2551  0.0405  4.0927
C  -0.3753  0.0686  2.7717
N  -0.3247  -0.1739  1.6445
H  1.5564  1.0925  6.3649
H  0.1961  0.1118  6.4325
H  1.2893  2.7706  4.4946
H  0.9343  2.0287  3.0365

The value obtained for the energy above the lowest of the compared OMol25 structures with the same formula, charge and spin is 2.104 eV. The max |F| comes out at 0.0371 Eh/bohr. Its spin multiplicity is 2. The calculation puts the HOMO energy (alpha / beta) at -6.321 / -6.309 eV.


- What is the max |F| in the second record?
  0.0371 Eh/bohr


- What is the max |F| in the third record?
  0.0328 Eh/bohr


- Which formula does entry 1 have?
  C19H35N2O6S2